The following is a DFT calculation (the ωB97M-V functional and the def2-TZVPD basis) of C4H5NO2 in the gas phase.

CARTESIAN COORDINATES (ANGSTROEM)
1 O 1.244044 1.603064 1.563525
2 C 0.701552 0.984457 0.696561
3 N 1.271714 0.252942 -0.416753
4 C 0.511683 -1.045287 -0.325301
5 C -0.923236 -0.608304 0.010463
6 O -1.402106 -0.099116 1.270885
7 C -0.771981 0.795354 0.371696
8 H 0.671140 0.794233 -1.113800
9 H 0.986752 -1.764266 0.350011
10 H 0.496419 -1.479213 -1.327900
11 H -1.748604 -0.940872 -0.617950
12 H -1.037380 1.507009 -0.461432

Force components x, y, z for each atom (eV/Å):
-0.3 -0.6 -0.6
-0.1 0.4 0.1
0.1 0.2 -0.4
0.0 -0.1 -0.1
0.1 0.1 -0.3
-0.3 0.2 -0.1
0.0 0.5 -0.6
1.6 -1.1 0.0
0.0 0.4 0.0
0.0 -0.1 0.2
0.2 0.1 0.0
-1.4 0.1 1.8

Calculated values
HOMO: -9.740 eV
SMILES string: O=C1NC[C@H]2O[C@@H]12
Kohn-Sham gap: 10.199 eV

The following is a DFT calculation (the ωB97M-V functional and the def2-TZVPD basis) of a molecular structure, C26H33FHoN2OPS2.

CARTESIAN COORDINATES (ANGSTROEM)
1 Ho -11.889514 -11.443030 1.512870
2 C -12.159451 -14.589566 2.110328
3 N -12.531826 -13.939355 0.864875
4 C -11.693813 -14.446772 -0.266302
5 C -10.929640 -13.342535 -1.043617
6 N -10.146143 -12.467642 -0.138169
7 C -9.647599 -11.348624 -0.932126
8 C -9.015431 -13.143465 0.484375
9 C -8.104042 -13.884520 -0.285078
10 C -7.032241 -14.525061 0.280324
11 C -6.828502 -14.466648 1.647825
12 C -7.707514 -13.738829 2.418887
13 C -8.774541 -13.035525 1.892535
14 S -9.782092 -12.090190 3.009730
15 C -13.942057 -14.045904 0.613380
16 C -14.569447 -15.248842 0.938547
17 C -15.939369 -15.354950 0.963284
18 C -16.685815 -14.231761 0.556025
19 C -16.086143 -13.052343 0.219462
20 C -14.703658 -12.918669 0.253012
21 S -13.952028 -11.340315 -0.058111
22 H -12.328335 -15.658461 2.159025
23 H -12.775516 -14.182746 2.944608
24 H -11.139773 -14.401966 2.327068
25 H -12.294160 -14.989899 -0.963397
26 H -10.938988 -15.136890 0.148106
27 H -11.623890 -12.761116 -1.627105
28 H -10.236141 -13.785937 -1.745703
29 H -9.139795 -10.650195 -0.282757
30 H -10.433617 -10.830070 -1.444079
31 H -9.030209 -11.743025 -1.725965
32 H -8.272139 -13.922274 -1.390322
33 H -6.398967 -15.059776 -0.425582
34 H -5.964846 -14.897614 2.105188
35 H -7.619786 -13.757681 3.531015
36 H -14.001554 -16.123471 1.257777
37 H -16.571016 -16.269595 1.169610
38 H -17.754360 -14.283404 0.530727
39 H -16.671734 -12.188025 -0.018332
40 F -12.660315 -6.998529 6.341596
41 C -12.392494 -7.608322 5.174259
42 C -11.098776 -7.912815 4.834141
43 C -10.806132 -8.401822 3.604636
44 C -11.819671 -8.565701 2.612095
45 C -11.484924 -9.042609 1.266073
46 C -13.112507 -8.239907 2.991783
47 C -13.414018 -7.824902 4.278608
48 H -10.351552 -7.761667 5.581497
49 H -9.868689 -8.817036 3.403452
50 H -10.458433 -8.852030 1.004449
51 H -12.174658 -8.710397 0.490935
52 H -13.899435 -8.384897 2.194602
53 H -14.411291 -7.487235 4.531889
54 C -11.995716 -11.278280 5.948653
55 P -13.340188 -11.926492 4.922820
56 C -14.888363 -11.135815 5.343885
57 C -13.605956 -13.669447 5.322454
58 O -13.045400 -11.817702 3.428095
59 H -12.408120 -11.028718 6.955558
60 H -11.720295 -10.354068 5.401447
61 H -11.154688 -11.987722 5.852789
62 H -15.159867 -11.448057 6.369607
63 H -15.662720 -11.379688 4.639018
64 H -14.707542 -10.067815 5.479945
65 H -13.794702 -13.825415 6.350893
66 H -12.631190 -14.143481 5.085728
67 H -14.366904 -14.156192 4.733281

Force components x, y, z for each atom (eV/Å):
0.2 -0.1 0.6
-1.2 0.0 1.3
0.7 0.2 -0.8
1.2 0.7 0.4
-0.2 -0.7 1.0
-0.8 0.1 0.3
0.2 0.1 0.0
0.7 -0.4 1.1
-1.5 0.8 -0.9
0.5 -0.4 -0.7
-0.1 0.4 -0.3
0.3 -0.4 1.6
-1.2 0.3 -1.1
0.5 -0.2 -0.1
-0.8 0.1 0.5
-0.1 -0.7 0.3
-2.0 -0.1 -0.8
0.2 -0.8 0.4
0.3 0.2 0.0
1.1 0.0 0.2
-0.6 -0.1 -0.6
0.1 -0.4 -0.4
0.5 -0.1 -0.8
1.0 0.2 0.2
-0.5 -0.4 -0.4
-0.3 0.2 -0.1
-0.3 0.5 0.1
0.0 -0.5 -0.4
0.4 0.1 0.0
-0.8 0.3 0.0
0.7 0.1 -0.2
0.3 -0.1 1.1
0.2 0.0 0.5
0.3 -0.5 0.2
0.1 0.2 -1.0
0.0 0.3 -0.2
1.4 0.9 0.0
-0.5 -0.1 0.0
-0.2 0.3 -0.2
-0.1 0.0 0.6
-0.5 0.1 -0.8
0.0 0.3 1.1
-1.7 -0.7 -1.1
1.1 0.3 0.0
-0.4 -0.7 0.1
-1.2 -0.7 -1.1
-0.4 0.7 -0.1
0.6 0.0 0.3
1.6 -0.1 -0.4
0.4 0.2 -0.2
0.0 0.2 0.0
0.7 0.3 1.2
-0.1 -0.2 0.1
-0.8 0.2 -0.7
-0.3 -0.6 -1.0
0.7 0.5 1.6
1.6 0.1 -0.8
0.0 0.2 0.6
0.8 -0.4 -0.6
0.0 -0.2 0.5
-0.3 0.4 0.5
-0.1 -0.2 -0.5
-0.3 0.1 -0.3
-0.2 0.1 -0.6
-0.3 -0.1 1.2
-0.5 0.0 0.2
-0.3 0.1 -0.3

Calculated values
2S+1: 5
HOMO (alpha / beta): -6.740 / -6.725 eV
Kohn-Sham gap (alpha / beta): 7.113 / 7.097 eV

The following is a DFT calculation (the ωB97M-V functional and the def2-TZVPD basis) of 2 unconnected molecules or ions with the total composition C9H10BrO2PS.

CARTESIAN COORDINATES (ANGSTROEM)
1 C 1.683471 -3.843097 0.351862
2 C 2.207016 -3.632756 -0.886132
3 C 0.688192 -3.030644 0.937896
4 C 1.760695 -2.526910 -1.621483
5 C 0.117871 -2.021333 0.142592
6 C 0.691259 -1.745072 -1.058535
7 C -0.177545 0.640668 -1.234769
8 C -2.616167 4.825446 1.758154
9 C 0.058865 -0.654380 -1.935982
10 O -0.966949 2.976334 2.666205
11 O -0.007158 4.802226 1.247835
12 P -1.553599 1.686153 -1.496111
13 S -1.044310 3.816907 1.463905
14 Br 1.022098 1.142504 0.171797
15 H 1.962609 -4.639624 0.992796
16 H 2.770391 -4.351147 -1.343530
17 H 0.518655 -3.172646 2.022233
18 H 2.130416 -2.377756 -2.714342
19 H -0.609656 -1.298651 0.596741
20 H -2.425607 5.831554 1.999526
21 H -3.206366 4.729513 0.787751
22 H -3.039554 4.327320 2.554676
23 H 0.760660 -0.398123 -2.790127
24 H -0.725290 -1.086487 -2.612959

Force components x, y, z for each atom (eV/Å):
-1.5 0.7 2.0
-1.8 2.2 -0.6
0.8 0.0 -0.6
-0.9 0.1 -0.6
0.1 0.3 2.7
0.8 -0.1 -3.2
-3.0 1.6 0.0
0.1 -1.1 -3.5
1.8 -0.5 -1.7
0.0 0.1 -1.0
0.3 0.0 -0.5
2.1 -1.5 0.5
-0.6 0.6 1.8
0.0 -0.1 -0.5
0.7 -0.9 0.1
1.9 -1.6 -0.9
-0.5 0.1 -0.9
-0.7 0.0 2.2
0.5 -1.0 -0.7
0.7 1.2 0.1
0.6 0.2 1.5
-1.2 -1.1 1.5
0.0 -0.2 1.1
-0.3 0.7 1.3

Calculated values
HOMO (alpha / beta): -8.609 / -8.860 eV
Kohn-Sham gap (alpha / beta): 6.521 / 7.576 eV

The following is a DFT calculation (the ωB97M-V functional and the def2-TZVPD basis) of a molecular structure, C4H4N2O.

CARTESIAN COORDINATES (ANGSTROEM)
1 C 2.297377 0.410459 0.154758
2 C 0.719053 -0.995490 -0.599389
3 C 0.330063 0.996606 -0.585932
4 C -0.647105 -0.525441 0.011082
5 N 1.419242 1.330696 -0.027106
6 N -0.975917 0.854512 -0.244553
7 O 1.892943 -0.821520 -0.000161
8 H 3.238948 0.606336 0.433135
9 H -1.455699 -1.088908 -0.681883
10 H -0.790862 -0.723684 1.019638
11 H -1.242558 1.365893 0.622736

Force components x, y, z for each atom (eV/Å):
-2.8 0.4 0.2
-2.5 0.3 -1.2
1.0 -4.3 -1.2
-2.1 -2.7 -3.9
0.5 2.5 0.8
-0.7 3.4 1.2
1.1 0.2 -0.1
3.4 0.4 1.0
1.9 0.6 2.0
0.1 -0.7 1.9
0.1 0.0 -0.6

Calculated values
HOMO: -7.849 eV
Kohn-Sham gap: 7.911 eV

The following is a DFT calculation (the ωB97M-V functional and the def2-TZVPD basis) of 2 unconnected molecules or ions with the total composition C4H13NS.

CARTESIAN COORDINATES (ANGSTROEM)
1 C -1.078495 -1.732426 -1.162587
2 S -1.845058 -0.168983 -0.602077
3 C -2.897657 0.152508 -2.088420
4 H -1.895960 -2.454175 -1.188138
5 H -0.635038 -1.838900 -2.145820
6 H -0.360371 -2.005005 -0.392684
7 H -3.511277 -0.733578 -2.255484
8 H -2.211113 0.211964 -2.928608
9 H -3.463555 1.047036 -1.863460
10 C 1.991263 -0.001975 0.718773
11 C 1.269937 1.249375 1.363454
12 N 1.726069 1.294445 2.796146
13 H 3.072489 -0.004929 0.603023
14 H 1.563532 -0.290537 -0.244322
15 H 1.737311 -0.779482 1.456317
16 H 0.198967 1.105938 1.397801
17 H 1.752510 1.986308 0.717340
18 H 2.020469 2.234821 3.017269
19 H 2.565971 0.727603 2.801470

Force components x, y, z for each atom (eV/Å):
-1.0 -0.3 0.6
0.2 -0.1 -1.0
1.0 -1.0 0.8
0.1 -0.3 0.3
0.3 0.9 -0.2
0.0 -0.1 -0.1
-0.3 0.3 0.1
-0.2 0.6 -0.2
-0.1 0.1 -0.4
-1.9 -0.8 1.1
2.8 -1.5 -0.1
0.0 0.1 -1.1
0.1 0.7 0.2
-0.1 0.1 0.1
0.3 -0.4 -0.5
-0.1 0.4 -0.8
-1.2 1.1 0.4
0.0 0.1 0.2
0.1 0.1 0.5

Calculated values
HOMO: -8.535 eV
SMILES string: CCN.CSC
Kohn-Sham gap: 9.547 eV

The following is a DFT calculation (the ωB97M-V functional and the def2-TZVPD basis) of a gas-phase ion, C4H13N2O2S (charge +1).

CARTESIAN COORDINATES (ANGSTROEM)
1 C 2.726234 -0.992168 -0.495443
2 C -1.196900 0.155607 1.445429
3 C -1.763245 1.280279 -0.519550
4 C -1.036224 -1.003951 -0.629248
5 N 1.691078 -0.536494 0.480998
6 N -0.878328 0.325152 0.043546
7 O 1.107996 1.091633 -1.503197
8 O 0.833961 1.900489 0.868849
9 S 0.891393 0.892813 -0.123428
10 H 2.357171 -2.088311 -0.749900
11 H 2.665768 -0.386108 -1.316484
12 H 3.725711 -1.003301 -0.133391
13 H -0.567816 -0.492232 1.939529
14 H -1.171035 1.082210 2.000712
15 H -2.182410 -0.208786 1.586469
16 H -1.960912 1.972385 0.338990
17 H -1.168449 1.758506 -1.366851
18 H -2.621120 0.838169 -0.862828
19 H -0.889093 -0.900786 -1.780367
20 H -0.456866 -1.877023 -0.210485
21 H -2.120245 -1.402690 -0.413898
22 H 2.013338 -0.405399 1.400547

Force components x, y, z for each atom (eV/Å):
-2.2 -4.3 1.2
-0.7 1.3 1.2
2.2 4.1 -0.2
-1.8 -2.3 -1.5
-1.0 2.4 -3.0
1.5 -3.5 0.1
-0.1 -0.1 -0.2
0.6 0.5 -0.1
0.3 -1.9 2.7
1.3 2.2 0.1
0.1 1.1 -2.3
0.6 0.0 0.7
1.6 -1.6 0.7
0.2 0.4 -0.3
-1.1 -0.5 -0.4
-0.1 0.0 -1.5
-1.4 -0.2 0.9
-2.1 -1.1 -0.8
-0.2 -0.1 2.2
0.1 1.6 -0.3
1.8 1.2 -0.7
0.4 0.6 1.4

Calculated values
HOMO: -14.981 eV
charge: +1
SMILES string: CNS(=O)(=O)[N+](C)(C)C
Kohn-Sham gap: 12.006 eV

One value per record, in order, for max |F|: 0.04472, 0.04275, 0.07088, 0.10076, 0.06139, 0.09689 Eh/bohr.